Here is a 2-piece molecular cluster, C3H4F2O2 overall at a distorted geometry from the OMol25 dataset. Energies are from ωB97M-V with the def2-TZVPD basis set.

LUMO: 0.52 eV
Kohn-Sham gap: 0.3945 hartree
Net charge: 0
Energy: -466.84743 Ha
Structure (SMILES): O=CC(F)F.C=O
Energy above the lowest of the compared OMol25 structures with the same formula, charge and spin: 35.1 kcal per mole
Multiplicity: 1

```
11
Properties=species:S:1:pos:R:3:forces:R:3
C -1.595 -0.836 0.228 -0.7 -1.2 0.2
C 2.590 -0.064 -0.154 0.0 1.2 2.4
C -1.302 0.538 -0.079 0.3 2.5 -2.4
O -0.862 -1.710 -0.060 1.9 -1.9 -0.7
O 2.000 0.431 -1.052 -0.4 0.6 -2.0
F -0.815 1.091 1.022 0.6 0.8 1.4
F -2.486 1.172 -0.373 0.1 0.0 0.0
H 1.902 -0.677 0.527 1.8 -0.1 -0.2
H 3.638 0.420 0.123 -1.4 -1.7 -0.2
H -0.580 0.707 -0.929 -0.7 -0.4 0.8
H -2.489 -1.071 0.748 -1.5 0.2 0.8
```
Positions in Å, forces in eV/Å.

Here is C3H4F2OS as an isolated structure at a distorted geometry from the OMol25 dataset. Energies are from ωB97M-V with the def2-TZVPD basis set.

LUMO: -0.90 eV
Kohn-Sham gap: 0.3061 hartree
Net charge: 0
Energy: -789.73631 Ha
Energy above the lowest of the compared OMol25 structures with the same formula, charge and spin: 82.0 kcal per mole
Multiplicity: 1

```
11
Properties=species:S:1:pos:R:3:forces:R:3
C -0.859 0.483 0.232 -2.6 1.1 2.5
C 0.601 0.547 -0.103 0.5 1.1 -0.2
C 1.274 -0.772 -0.160 -2.9 -2.4 -1.8
H -2.881 0.223 -0.816 5.4 -2.3 2.2
H -0.889 -0.031 1.266 0.7 1.5 -0.8
H -1.300 1.530 0.279 1.1 -1.2 0.3
H 0.775 -1.485 -0.926 -0.8 0.6 2.2
O -1.841 -0.358 -0.346 -4.4 1.4 -3.5
F 1.201 -1.143 1.186 0.9 -0.7 -1.2
F 2.456 -0.893 -0.719 2.6 1.1 0.8
S 1.463 1.899 0.107 -0.3 -0.3 -0.4
```
Positions in Å, forces in eV/Å.

Here is a 2-piece molecular cluster, C3H4F3NS overall at a distorted geometry from the OMol25 dataset. Energies are from ωB97M-V with the def2-TZVPD basis set.

LUMO: -1.49 eV
Kohn-Sham gap: 0.2734 hartree
Net charge: 0
Energy: -869.15795 Ha
Structure (SMILES): C=CC(F)(F)F.N=S
Energy above the lowest of the compared OMol25 structures with the same formula, charge and spin: 58.4 kcal per mole
Multiplicity: 1

```
12
Properties=species:S:1:pos:R:3:forces:R:3
C 0.472 1.398 0.422 -0.6 1.3 1.4
C 0.584 0.099 0.473 -1.1 -1.5 -0.8
C 1.945 -0.460 0.545 3.2 2.1 0.3
N -3.993 -0.980 -1.221 0.1 -0.2 0.1
F 2.753 -0.105 -0.564 -1.5 -0.9 1.1
F 2.053 -1.738 0.765 -0.3 -0.9 -0.3
F 2.659 0.157 1.596 -0.9 -0.6 -0.9
S -3.596 0.199 -2.148 0.0 -0.1 0.0
H -0.504 1.884 0.571 0.6 -0.2 -0.6
H 1.377 1.975 0.590 -0.2 0.3 -0.4
H -0.284 -0.586 0.406 0.8 0.4 0.2
H -3.466 -1.843 -1.436 -0.1 0.3 -0.1
```
Positions in Å, forces in eV/Å.

Here is C3H4FIrO3 as an isolated structure at a distorted geometry from the OMol25 dataset. Energies are from ωB97M-V with the def2-TZVPD basis set.

LUMO (alpha / beta): -4.35 / -7.74 eV
Kohn-Sham gap (alpha / beta): 0.3370 / 0.2675 hartree
Net charge: +1
Energy: -546.06909 Ha
Energy above the lowest of the compared OMol25 structures with the same formula, charge and spin: 0.0 kcal per mole
Multiplicity: 6

```
12
Properties=species:S:1:pos:R:3:forces:R:3
C -1.860 -0.564 1.052 -1.1 0.0 0.0
C -0.739 0.166 0.968 0.9 1.0 0.5
H -2.273 -0.973 0.128 0.2 -0.1 0.2
H -2.226 -0.927 2.016 0.2 -0.1 -0.2
F -0.129 0.591 2.073 -0.4 -0.3 -0.5
H -0.237 0.524 0.060 -0.4 -0.3 0.4
Ir -3.499 1.292 0.926 0.2 -0.1 0.0
O 2.840 0.256 -2.158 -1.6 -0.2 1.7
C 1.819 0.080 -1.241 2.0 1.5 -4.2
O 1.985 -0.809 -0.385 -1.0 0.1 0.8
O 0.816 0.789 -1.451 0.5 -1.2 1.4
H 3.503 -0.423 -1.988 0.5 -0.2 -0.1
```
Positions in Å, forces in eV/Å.

Here is an isolated molecule of C3H4FN3S at a distorted geometry from the OMol25 dataset. Energies are from ωB97M-V with the def2-TZVPD basis set.

LUMO (alpha / beta): 0.46 / -2.94 eV
Kohn-Sham gap (alpha / beta): 0.2664 / 0.2396 hartree
Net charge: 0
Energy: -778.80447 Ha
Energy above the lowest of the compared OMol25 structures with the same formula, charge and spin: 0.0 kcal per mole
Multiplicity: 3

```
12
Properties=species:S:1:pos:R:3:forces:R:3
C -0.020 -0.723 -0.423 -0.5 0.3 2.2
C 0.904 2.150 0.765 2.0 3.7 2.0
C -0.931 -1.569 -1.169 0.8 -1.4 -0.8
N -0.093 0.611 -0.769 0.3 0.0 -1.9
N 0.260 1.562 -0.028 -1.3 -2.3 -0.5
N 0.817 -1.141 0.428 0.5 6.1 -0.1
F 0.049 3.168 2.905 -1.4 0.0 2.0
S 1.268 3.325 1.800 1.0 -1.3 -2.2
H -1.982 -1.644 -0.891 0.3 0.2 0.2
H -0.791 -1.182 -2.156 -0.6 -0.2 -1.1
H -0.373 -2.515 -1.094 -1.1 -0.3 -0.4
H 0.892 -2.042 0.633 0.0 -4.8 0.5
```
Positions in Å, forces in eV/Å.

Here is an isolated molecule of C3H4FNO2 at a distorted geometry from the OMol25 dataset. Energies are from ωB97M-V with the def2-TZVPD basis set.

LUMO (alpha / beta): -1.31 / -1.31 eV
Kohn-Sham gap (alpha / beta): 0.3241 / 0.3241 hartree
Net charge: 0
Energy: -421.64564 Ha
Structure (SMILES): C/C=C(\F)[N+](=O)[O-]
Energy above the lowest of the compared OMol25 structures with the same formula, charge and spin: 111.4 kcal per mole
Multiplicity: 1

```
11
Properties=species:S:1:pos:R:3:forces:R:3
C 0.476 -0.404 0.236 -5.6 -0.4 2.6
C -0.806 0.219 -0.011 6.6 -1.0 -0.6
C 1.727 0.314 0.053 -1.7 2.7 -1.1
N -2.041 -0.399 -0.073 -2.7 -2.9 1.2
O -2.086 -1.572 0.411 0.0 2.4 -1.0
O -3.009 0.202 -0.535 1.3 -0.5 0.4
F -0.746 1.386 -0.646 -0.5 0.3 0.1
H 0.416 -1.379 0.899 0.2 2.0 -1.9
H 1.757 0.577 -0.986 0.1 0.1 -1.0
H 1.786 1.356 0.474 0.0 -1.3 0.4
H 2.527 -0.300 0.178 2.4 -1.4 1.0
```
Positions in Å, forces in eV/Å.

Here is a 2-piece molecular cluster, C3H4FNS overall at a distorted geometry from the OMol25 dataset. Energies are from ωB97M-V with the def2-TZVPD basis set.

LUMO: -0.79 eV
Kohn-Sham gap: 0.3025 hartree
Net charge: 0
Energy: -669.38809 Ha
Structure (SMILES): N=C=CF.C=S
Energy above the lowest of the compared OMol25 structures with the same formula, charge and spin: 69.7 kcal per mole
Multiplicity: 1

```
10
Properties=species:S:1:pos:R:3:forces:R:3
C 1.005 -0.296 -0.621 2.0 0.6 -0.1
C -1.924 0.136 0.925 -0.6 -0.5 0.3
C 1.897 0.636 -0.423 0.2 1.1 -0.9
N 0.298 -1.063 -1.229 -1.1 -1.3 -0.2
F 3.194 0.559 -0.076 0.0 -0.9 0.7
S -1.425 -1.050 1.900 -0.1 0.6 -0.2
H -1.913 -0.087 -0.154 -0.1 0.8 0.4
H -0.461 -1.465 -0.690 -0.3 -0.1 0.2
H -2.406 1.067 1.307 0.6 -0.7 -0.5
H 1.736 1.562 -0.940 -0.6 0.6 0.3
```
Positions in Å, forces in eV/Å.

Here is an isolated molecule of C3H4FNS at a distorted geometry from the OMol25 dataset. Energies are from ωB97M-V with the def2-TZVPD basis set.

LUMO: 0.66 eV
Kohn-Sham gap: 0.3826 hartree
Net charge: 0
Energy: -669.47562 Ha
Structure (SMILES): N#C[C@H](F)CS
Energy above the lowest of the compared OMol25 structures with the same formula, charge and spin: 14.7 kcal per mole
Multiplicity: 1

```
10
Properties=species:S:1:pos:R:3:forces:R:3
C -0.699 0.548 0.128 -1.6 1.2 1.0
C 0.616 0.054 -0.399 -1.1 0.3 -2.2
C 0.407 -0.165 -1.857 -0.4 -1.3 -3.4
H 0.617 0.162 1.997 -1.1 0.4 0.5
H -1.531 -0.151 -0.133 0.9 0.6 -0.1
H -0.948 1.597 -0.254 0.5 -1.6 0.3
H 1.475 0.664 -0.205 0.3 0.7 0.2
N 0.189 -0.643 -2.910 0.6 1.7 2.9
F 0.891 -1.199 -0.012 0.4 -1.6 1.6
S -0.682 0.650 1.991 1.5 -0.5 -0.8
```
Positions in Å, forces in eV/Å.

Here is a 2-piece molecular cluster, C3H4FOS overall at a distorted geometry from the OMol25 dataset. Energies are from ωB97M-V with the def2-TZVPD basis set.

LUMO: 3.35 eV
Kohn-Sham gap: 0.1575 hartree
Net charge: -1
Energy: -689.93530 Ha
Energy above the lowest of the compared OMol25 structures with the same formula, charge and spin: 61.4 kcal per mole
Multiplicity: 1

```
10
Properties=species:S:1:pos:R:3:forces:R:3
C -0.091 2.273 1.205 -0.9 -0.8 1.5
C 0.139 -1.198 -1.162 -0.2 -1.5 1.4
C -0.252 -0.972 0.304 -1.7 -1.4 -0.6
O -1.139 2.795 1.114 2.0 -0.1 -0.4
F -1.003 0.301 0.464 0.3 -0.3 -0.8
S 1.245 1.537 1.736 -0.9 1.4 -0.9
H -0.716 -1.012 -1.766 -1.0 0.0 -0.6
H 0.874 -0.523 -1.551 1.3 0.4 -0.6
H 0.397 -2.330 -1.333 -0.1 2.2 0.3
H 0.548 -0.872 0.988 1.2 0.3 0.5
```
Positions in Å, forces in eV/Å.

Here is C3H4GdO3 as an isolated structure at a distorted geometry from the OMol25 dataset. Energies are from ωB97M-V with the def2-TZVPD basis set.

LUMO (alpha / beta): -9.96 / -10.15 eV
Kohn-Sham gap (alpha / beta): 0.2372 / 0.2367 hartree
Net charge: +2
Energy: -1107.16174 Ha
Energy above the lowest of the compared OMol25 structures with the same formula, charge and spin: 135.6 kcal per mole
Multiplicity: 9

```
11
Properties=species:S:1:pos:R:3:forces:R:3
H -1.302 -0.735 -1.119 1.3 -0.2 0.4
O 0.735 -0.755 -0.107 0.3 -0.5 0.4
Gd 3.616 -0.848 1.058 -1.4 1.0 -1.0
C -0.552 -0.995 0.095 1.0 2.8 -0.6
C -1.387 0.240 -0.101 -2.9 -2.5 2.2
H -0.761 -1.580 1.001 -0.7 -1.1 -1.1
H -1.520 0.769 0.854 1.2 1.6 -0.5
H -2.456 0.097 -0.301 -0.1 -0.5 -0.3
O 2.310 1.121 -0.157 1.6 -1.6 -0.5
C 1.194 1.046 -0.589 -4.4 2.9 2.8
O 0.124 1.640 -0.633 4.2 -1.9 -1.8
```
Positions in Å, forces in eV/Å.

Here is C3H4HgO2 as an isolated structure at a distorted geometry from the OMol25 dataset. Energies are from ωB97M-V with the def2-TZVPD basis set.

LUMO (alpha / beta): 3.62 / 2.35 eV
Kohn-Sham gap (alpha / beta): 0.2205 / 0.1617 hartree
Net charge: -1
Energy: -420.52454 Ha
Energy above the lowest of the compared OMol25 structures with the same formula, charge and spin: 0.4 kcal per mole
Multiplicity: 2

```
10
Properties=species:S:1:pos:R:3:forces:R:3
H -1.615 1.227 0.929 -0.4 -0.4 -0.4
C -1.543 0.598 0.021 1.0 0.8 0.0
C -0.205 -0.098 -0.032 0.6 -0.8 0.3
O -0.391 -1.557 0.048 -1.7 1.3 -0.1
C 0.560 -2.452 -0.443 2.3 -0.9 0.4
O 1.723 -2.233 -0.080 -1.2 0.2 -0.7
Hg -3.144 -1.211 0.110 0.2 0.3 0.0
H -1.697 1.209 -0.889 -0.4 -0.4 0.5
H 0.453 0.182 0.807 -0.2 0.1 -0.2
H 0.342 0.102 -0.968 -0.2 -0.1 0.2
```
Positions in Å, forces in eV/Å.

Here is an isolated molecule of C3H4I2 at a distorted geometry from the OMol25 dataset. Energies are from ωB97M-V with the def2-TZVPD basis set.

LUMO: 0.25 eV
Kohn-Sham gap: 0.3409 hartree
Net charge: 0
Energy: -712.00802 Ha
Structure (SMILES): I/C=C/CI
Energy above the lowest of the compared OMol25 structures with the same formula, charge and spin: 28.7 kcal per mole
Multiplicity: 1

```
9
Properties=species:S:1:pos:R:3:forces:R:3
C 0.309 0.111 0.055 0.9 1.6 0.6
C -1.311 0.428 0.432 2.9 -1.9 -6.0
C 1.302 -0.422 -0.772 -4.1 -0.6 1.8
I -2.558 -1.156 -0.263 -0.1 0.0 0.3
I 3.239 -0.277 -0.154 0.9 0.2 0.0
H 0.786 0.741 0.852 -0.2 -0.5 -0.7
H -1.651 1.308 -0.115 0.3 -0.1 0.3
H -1.269 0.540 1.422 -0.4 0.2 3.8
H 1.153 -1.273 -1.457 -0.2 0.9 0.0
```
Positions in Å, forces in eV/Å.